Entry 1:
ORCA calculation (wB97M-V/def2-TZVPD) on 13 unconnected molecules or ions with the total composition C36H105N17O13 at a distorted geometry.

Positions of all 171 atoms, in Å:
C (-3.6213, 0.1032, 4.4274)
O (-4.6720, 0.6034, 4.7429)
N (-2.7566, 0.7370, 3.7121)
N (-3.1485, -1.0168, 4.8715)
H (-3.0370, 1.6475, 3.3767)
H (-1.7586, 0.5824, 3.7220)
H (-2.3638, -1.3906, 4.3571)
H (-3.6910, -1.6019, 5.4907)
C (-5.5749, 3.1348, -1.1363)
O (-6.7287, 3.0161, -1.5346)
N (-5.0893, 2.4634, -0.1062)
N (-4.7919, 4.1316, -1.4463)
H (-5.7372, 1.7905, 0.2780)
H (-4.4879, 2.8348, 0.6152)
H (-3.9742, 4.2317, -0.8620)
H (-5.0429, 4.8393, -2.1218)
C (-1.0318, -3.7353, -0.9871)
O (-1.2969, -2.7837, -0.2156)
N (-1.8896, -4.6549, -1.3171)
N (0.1444, -4.0971, -1.2423)
H (-1.5388, -5.5021, -1.7405)
H (-2.8816, -4.5922, -1.1379)
H (0.1963, -4.8683, -1.8926)
H (0.8844, -3.4136, -1.1698)
C (-1.6487, -3.2548, 3.1344)
O (-1.8225, -3.3512, 4.3367)
N (-2.0023, -4.1817, 2.2628)
N (-1.0903, -2.2446, 2.5084)
H (-2.3706, -4.9958, 2.7336)
H (-2.0419, -4.0064, 1.2689)
H (-0.6381, -1.5988, 3.1397)
H (-1.1089, -2.2341, 1.4986)
C (-1.5991, 5.3128, -1.0907)
O (-1.6013, 6.5136, -0.9124)
N (-1.0243, 4.7232, -2.1004)
N (-2.1757, 4.4555, -0.3342)
H (-1.0814, 3.7226, -2.2257)
H (-0.3783, 5.2789, -2.6425)
H (-1.8498, 3.5004, -0.3757)
H (-2.3239, 4.7401, 0.6235)
C (0.6256, -4.4436, -6.1303)
C (1.2497, -3.4378, -5.1614)
C (0.3850, -2.3486, -4.6427)
O (1.8338, -4.0916, -4.0032)
H (1.3858, -5.0117, -6.6664)
H (0.0002, -3.9314, -6.8614)
H (-0.0554, -5.1672, -5.6822)
H (2.0078, -2.9092, -5.7393)
H (-0.1483, -1.9679, -5.5138)
H (0.8621, -1.5348, -4.0967)
H (-0.3998, -2.7517, -4.0027)
H (2.0731, -3.4579, -3.3230)
C (0.0634, 7.4250, 2.6663)
C (1.1899, 6.5208, 2.1562)
C (1.1206, 4.9820, 2.2620)
O (0.7945, 4.6149, 3.5599)
C (0.9002, 3.2310, 3.9991)
N (1.3856, 6.8669, 0.7477)
H (0.2749, 8.4625, 2.4077)
H (0.0843, 7.2351, 3.7395)
H (-0.9019, 7.1781, 2.2243)
H (2.0606, 6.9459, 2.6554)
H (2.0222, 4.4411, 1.9748)
H (0.3150, 4.6337, 1.6156)
H (-0.0670, 2.8751, 4.3542)
H (1.7491, 3.0450, 4.6570)
H (1.0025, 2.6157, 3.1053)
H (1.3904, 7.8768, 0.7601)
H (0.4727, 6.7015, 0.3485)
C (5.4959, 0.4537, 2.3508)
C (5.1518, 0.7892, 3.8036)
C (4.5084, 2.1406, 3.9671)
O (5.2593, 3.3108, 3.8074)
C (6.2383, 3.5684, 4.7700)
N (4.4245, -0.3970, 4.2427)
H (4.7720, 0.7957, 1.6111)
H (5.6447, -0.5940, 2.0892)
H (6.4569, 0.8696, 2.0483)
H (6.1084, 0.8357, 4.3241)
H (4.2636, 2.1530, 5.0292)
H (3.6010, 2.1468, 3.3633)
H (6.0222, 3.6362, 5.8362)
H (6.7479, 4.4660, 4.4195)
H (7.0218, 2.8107, 4.7837)
H (4.0849, -0.3958, 5.1938)
H (4.9104, -1.2658, 4.0720)
C (4.7815, -2.8238, -2.5069)
C (3.7827, -1.8675, -1.9500)
C (3.3671, -0.7280, -2.9310)
O (4.4742, 0.1746, -3.1951)
C (4.6171, 1.4366, -2.5249)
N (2.5803, -2.5723, -1.5141)
H (5.7859, -2.4316, -2.6666)
H (4.4079, -3.1722, -3.4697)
H (4.7218, -3.7272, -1.9000)
H (4.1613, -1.3792, -1.0520)
H (2.4982, -0.1872, -2.5561)
H (3.0182, -1.1760, -3.8614)
H (4.4509, 1.2938, -1.4572)
H (3.8753, 2.0457, -3.0415)
H (5.6013, 1.8960, -2.6171)
H (1.8690, -1.8697, -1.3705)
H (2.8268, -3.0095, -0.6377)
C (-8.7316, -1.0513, 2.4005)
C (-7.2034, -0.9950, 2.3955)
C (-6.5781, -1.3158, 0.9236)
O (-5.1824, -1.3238, 1.1432)
C (-4.4336, -1.7133, 0.0746)
N (-6.8835, 0.2907, 2.8976)
H (-9.1275, -1.2715, 3.3919)
H (-9.1562, -1.7375, 1.6677)
H (-9.1076, -0.0797, 2.0801)
H (-6.8458, -1.7551, 3.0901)
H (-6.8099, -0.4709, 0.2752)
H (-6.8134, -2.2873, 0.4888)
H (-3.3670, -1.5045, 0.1579)
H (-4.8528, -1.2593, -0.8232)
H (-4.4511, -2.7914, -0.0850)
H (-7.3361, 0.4204, 3.7911)
H (-5.9275, 0.2409, 3.2194)
C (4.1747, -6.4165, 0.9191)
C (4.1415, -5.8794, 2.3449)
C (3.1228, -4.6955, 2.5540)
O (3.4264, -3.6064, 1.6851)
C (2.7489, -2.3249, 1.7969)
N (3.6583, -7.1393, 3.0211)
H (4.8118, -7.3009, 0.9180)
H (4.7033, -5.7359, 0.2517)
H (3.2506, -6.6810, 0.4050)
H (5.1702, -5.6148, 2.5896)
H (3.1176, -4.4426, 3.6142)
H (2.1416, -5.0971, 2.3008)
H (2.8770, -1.9879, 2.8255)
H (1.6938, -2.4420, 1.5496)
H (3.2953, -1.7120, 1.0799)
H (3.1607, -6.8389, 3.8472)
H (3.0968, -7.7637, 2.4600)
C (1.5074, 1.6367, 0.0320)
C (0.5467, 0.5589, 0.4320)
C (-0.8634, 1.1999, 0.7169)
O (-1.3399, 1.9386, -0.3989)
C (-2.1495, 1.1661, -1.3285)
N (0.4973, -0.3788, -0.7332)
H (1.6251, 2.4506, 0.7475)
H (1.1475, 2.2773, -0.7731)
H (2.4915, 1.2356, -0.2106)
H (0.7890, 0.0660, 1.3735)
H (-0.8490, 1.9650, 1.4931)
H (-1.6138, 0.4422, 0.9426)
H (-2.7959, 1.7738, -1.9617)
H (-2.7512, 0.4381, -0.7845)
H (-1.4038, 0.5709, -1.8556)
H (0.1179, -0.0547, -1.6113)
H (0.0540, -1.2828, -0.6537)
C (0.3469, 2.2609, -4.3542)
C (-0.3720, 1.7142, -5.5990)
C (-1.6087, 0.7648, -5.3045)
O (-2.1700, 0.3513, -6.5623)
C (-3.4297, -0.3372, -6.3645)
N (-0.9074, 2.8806, -6.2526)
H (-0.4085, 2.5719, -3.6326)
H (0.9020, 3.1802, -4.5411)
H (0.9692, 1.4708, -3.9341)
H (0.2245, 1.2576, -6.3888)
H (-2.3252, 1.2744, -4.6602)
H (-1.2895, -0.0825, -4.6975)
H (-3.4305, -1.2276, -5.7357)
H (-3.7867, -0.6463, -7.3469)
H (-4.1093, 0.3983, -5.9341)
H (-0.2906, 3.2763, -6.9476)
H (-1.6700, 2.5092, -6.8009)

ΔE to the lowest compared entry with this formula, charge and spin ... 415.4 kJ/mol
Net charge ... 0
Frontier orbital gap ... 8.67 eV
HOMO ... -8.8 eV
2S+1 ... 1
Maximum force ... 6.28 eV/Å
Calculated total energy ... -90980.4068 eV


Entry 2:
ORCA calculation (wB97M-V/def2-TZVPD) on 10 unconnected molecules or ions with the total composition C48H54N6O16 at a distorted geometry.

Positions of all 124 atoms, in Å:
C (4.0432, -6.8144, 0.5544)
C (2.8332, -6.2047, 0.8324)
C (2.8173, -4.8415, 1.1275)
C (4.0160, -4.0941, 1.2606)
C (5.2029, -4.7157, 0.9635)
C (5.2177, -6.0793, 0.6692)
N (3.9281, -2.5964, 1.4655)
O (2.8677, -2.0328, 1.1585)
O (4.9486, -2.0274, 1.8996)
H (3.9798, -7.8331, 0.2012)
H (1.9111, -6.7635, 0.7707)
H (1.8892, -4.3332, 1.3438)
H (6.0608, -4.0631, 0.8958)
H (6.1368, -6.5840, 0.4106)
C (1.5319, 1.0904, -4.4000)
C (2.1657, 1.9210, -5.3060)
C (3.2212, 1.4186, -6.0782)
C (3.6296, 0.1434, -5.8612)
C (2.9815, -0.7301, -4.9461)
C (1.9324, -0.2043, -4.2016)
N (4.7650, -0.3355, -6.7195)
O (4.8322, -1.5372, -6.8364)
O (5.4241, 0.4931, -7.3497)
H (0.6902, 1.3805, -3.7886)
H (1.7926, 2.9147, -5.5058)
H (3.6971, 2.0554, -6.8093)
H (3.3488, -1.7330, -4.7859)
H (1.3725, -0.7802, -3.4797)
C (-5.6565, -0.8894, -0.3136)
C (-6.1137, -0.8731, -1.6151)
C (-7.0230, 0.1060, -2.0149)
C (-7.5755, 1.0545, -1.0889)
C (-7.1661, 0.9239, 0.2198)
C (-6.1707, 0.0182, 0.6049)
N (-8.5835, 2.0856, -1.4978)
O (-8.8309, 3.0209, -0.7795)
O (-9.0580, 1.9666, -2.6563)
H (-4.9143, -1.6087, -0.0003)
H (-5.6246, -1.4210, -2.4070)
H (-7.3478, 0.1074, -3.0449)
H (-7.5850, 1.5963, 0.9539)
H (-5.9174, 0.0265, 1.6547)
C (-2.9923, -0.1521, 3.2860)
C (-3.5228, 1.0738, 2.9610)
C (-4.6184, 1.5932, 3.6221)
C (-5.1194, 0.9722, 4.7967)
C (-4.5624, -0.3033, 5.1649)
C (-3.5560, -0.8795, 4.3453)
N (-6.2273, 1.5845, 5.5889)
O (-6.6033, 1.0272, 6.5726)
O (-6.6999, 2.6706, 5.2263)
H (-2.1220, -0.4897, 2.7429)
H (-2.9687, 1.6332, 2.2217)
H (-4.8876, 2.6005, 3.3403)
H (-4.8641, -0.8265, 6.0603)
H (-2.9366, -1.7186, 4.6256)
C (2.6907, -0.5525, 4.4484)
C (2.9537, -1.1581, 5.6806)
C (1.9544, -1.3110, 6.6907)
C (0.6988, -0.7249, 6.4833)
C (0.4336, -0.0210, 5.2955)
C (1.4563, -0.0060, 4.2759)
N (-0.3653, -0.8093, 7.5015)
O (0.0129, -0.7224, 8.6946)
O (-1.5459, -0.8876, 7.2257)
H (3.3756, -0.3789, 3.6316)
H (3.9400, -1.5774, 5.8145)
H (2.1489, -1.8992, 7.5754)
H (-0.5208, 0.4579, 5.1338)
H (1.3993, 0.6027, 3.3857)
C (5.4849, 0.4528, -0.6920)
C (6.8045, 0.6179, -0.9984)
C (7.1633, 1.3025, -2.1570)
C (6.1222, 1.8504, -2.9588)
C (4.7899, 1.7396, -2.6004)
C (4.4696, 0.9755, -1.4501)
N (6.4950, 2.6046, -4.1543)
O (7.7139, 2.7018, -4.3688)
O (5.6130, 3.0448, -4.9118)
H (5.2215, 0.0030, 0.2539)
H (7.5268, 0.2178, -0.3022)
H (8.2071, 1.3293, -2.4329)
H (3.9892, 2.2525, -3.1126)
H (3.4537, 0.9665, -1.0837)
C (-1.6614, 0.2409, -0.1671)
C (-0.3066, 0.5371, 0.4417)
O (-0.2422, 0.9595, 1.6142)
C (0.9644, 0.1628, -0.4252)
H (-2.1120, -0.6685, 0.2304)
H (-1.5533, 0.0257, -1.2302)
H (-2.4195, 1.0209, -0.0970)
H (1.2153, 0.9057, -1.1823)
H (0.9483, -0.7959, -0.9437)
H (1.8396, 0.1402, 0.2241)
C (1.5353, 5.5284, -2.5641)
C (1.0312, 4.2649, -1.9652)
O (1.4497, 3.1423, -2.2345)
C (-0.2180, 4.3867, -1.0886)
H (2.5540, 5.4153, -2.9349)
H (1.6141, 6.1810, -1.6946)
H (0.9487, 5.7378, -3.4586)
H (-0.1267, 5.1827, -0.3496)
H (-0.4840, 3.4917, -0.5260)
H (-1.0369, 4.6220, -1.7683)
C (-0.4348, -2.8563, 2.6972)
C (-1.3948, -3.1061, 1.4703)
O (-2.6053, -2.9175, 1.6402)
C (-0.7472, -3.5929, 0.2076)
H (-1.0078, -2.5694, 3.5789)
H (0.1878, -1.9854, 2.4920)
H (0.1542, -3.7434, 2.9303)
H (-0.3794, -4.6157, 0.2887)
H (0.0523, -2.8722, 0.0357)
H (-1.4302, -3.4436, -0.6287)
C (-3.6123, 1.0851, -4.2756)
C (-3.0354, 1.8960, -3.1062)
O (-1.8121, 2.0829, -3.0160)
C (-3.9240, 2.4297, -2.0654)
H (-2.8901, 0.9680, -5.0836)
H (-4.4466, 1.6405, -4.7039)
H (-3.9547, 0.0982, -3.9642)
H (-3.3284, 2.9217, -1.2965)
H (-4.5657, 1.6963, -1.5771)
H (-4.4415, 3.3183, -2.4270)

Net charge ... +1
Frontier orbital gap (spin up / spin down) ... 6.03 / 2.05 eV
HOMO (spin up / spin down) ... -11.2 / -11.2 eV
2S+1 ... 2
Maximum force ... 3.85 eV/Å
Calculated total energy ... -92324.1500 eV


Entry 3:
ORCA calculation (wB97M-V/def2-TZVPD) on a gas-phase ion, H3N2O3S (charge -1) at a distorted geometry.

Positions of all 9 atoms, in Å:
N (-1.4667, -0.1672, -0.0384)
N (-0.3979, -0.0676, 0.8637)
S (1.0435, 0.0294, -0.0244)
O (2.0059, 0.6218, 0.8614)
O (0.8056, 0.8998, -1.1583)
O (1.2620, -1.4504, -0.4886)
H (-1.1184, 0.3937, -0.9965)
H (-1.6872, -1.2017, -0.2722)
H (-0.4468, 0.9422, 1.2533)

ΔE to the lowest compared entry with this formula, charge and spin ... 82.5 kJ/mol
Net charge ... -1
Frontier orbital gap ... 9.13 eV
HOMO ... -4.9 eV
2S+1 ... 1
SMILES ... NNS(=O)(=O)[O-]
Maximum force ... 5.44 eV/Å
Calculated total energy ... -20006.9644 eV


Entry 4:
ORCA calculation (wB97M-V/def2-TZVPD) on a molecular structure, C9H18BiF3N5S3Se at a distorted geometry.

Positions of all 40 atoms, in Å:
Bi (-10.8462, 1.5014, 1.6826)
N (-9.5672, -0.7636, 1.7525)
C (-10.3427, -1.9023, 2.2275)
C (-11.8654, -1.6248, 2.1911)
N (-12.2930, -0.5986, 1.1876)
C (-13.7207, -0.2098, 1.3352)
C (-14.1128, 0.8571, 2.3830)
N (-13.3018, 2.0499, 2.2949)
C (-11.9804, -1.0779, -0.2171)
C (-11.8224, -0.0606, -1.3622)
N (-10.9494, 1.0208, -1.0164)
H (-8.7243, -0.6136, 2.2740)
H (-9.3016, -0.9185, 0.7864)
H (-10.0923, -2.8654, 1.6909)
H (-10.0318, -2.0786, 3.2685)
H (-12.4096, -2.5430, 1.9521)
H (-12.2610, -1.3809, 3.2145)
H (-14.0755, 0.1833, 0.3784)
H (-14.3630, -1.1117, 1.5214)
H (-15.1817, 1.0763, 2.2047)
H (-14.0656, 0.4452, 3.3874)
H (-13.6173, 2.7267, 1.5682)
H (-13.1518, 2.5416, 3.1665)
H (-11.0613, -1.6999, -0.1385)
H (-12.7774, -1.7407, -0.6063)
H (-11.4354, -0.6269, -2.2573)
H (-12.8101, 0.3182, -1.6454)
H (-10.0150, 0.8715, -1.3717)
H (-11.2599, 1.9272, -1.3386)
S (-10.6526, 3.5569, 5.8112)
C (-10.2820, 2.5573, 4.5234)
S (-11.1375, 1.0357, 4.2861)
S (-9.1605, 3.0899, 3.2855)
F (-12.0613, 4.4659, 1.7360)
C (-11.5555, 3.6766, 0.7072)
F (-12.6360, 3.6023, -0.1694)
F (-10.6099, 4.4119, -0.0332)
Se (-7.6276, 2.2251, 1.0319)
C (-7.6716, 0.8179, -0.2000)
N (-7.8838, -0.1050, -0.8929)

ΔE to the lowest compared entry with this formula, charge and spin ... 36.5 kJ/mol
Net charge ... -1
Frontier orbital gap ... 5.89 eV
HOMO ... -3.5 eV
2S+1 ... 1
Maximum force ... 2.51 eV/Å
Calculated total energy ... -128921.0550 eV


Entry 5:
ORCA calculation (wB97M-V/def2-TZVPD) on 2 unconnected molecules or ions with the total composition C2H5N3O3 at a distorted geometry.

Positions of all 13 atoms, in Å:
C (-1.5339, 0.0174, -0.0091)
C (0.9446, 0.6060, 0.0793)
H (-1.4640, -1.9639, -0.6694)
H (-3.2383, -1.1778, -0.3808)
H (-0.0341, 1.9464, -0.0566)
H (2.6983, 0.4845, -0.0904)
H (1.7115, -2.0786, 0.0245)
N (-2.3169, -1.2337, 0.1624)
N (0.9970, 1.8497, -0.1760)
N (2.0937, -0.1789, 0.4224)
O (-2.0457, 1.0013, -0.3583)
O (-0.2076, -0.1763, 0.6779)
O (2.0592, -1.3263, -0.5834)

ΔE to the lowest compared entry with this formula, charge and spin ... 435.7 kJ/mol
Net charge ... 0
Frontier orbital gap ... 10.81 eV
HOMO ... -10.9 eV
2S+1 ... 1
Maximum force ... 6.30 eV/Å
Calculated total energy ... -12763.0858 eV


Entry 6:
ORCA calculation (wB97M-V/def2-TZVPD) on a molecular structure, C6H11NO at a distorted geometry.

Positions of all 19 atoms, in Å:
C (0.4527, -0.5102, -0.0369)
C (1.1358, -0.9133, 1.2534)
C (0.0795, -1.6961, -0.8996)
C (-2.0001, 0.6371, 0.2372)
N (1.3972, 0.6019, -0.8128)
C (0.3766, 1.4803, -0.4914)
C (-0.5253, 0.6223, 0.0398)
O (0.4564, 2.8204, -0.6729)
H (-0.3681, 3.2280, -0.3821)
H (2.3317, 0.8449, -0.4945)
H (0.4373, -1.4932, 1.8619)
H (1.4414, -0.0343, 1.8165)
H (2.0104, -1.5342, 1.0549)
H (-0.3678, -1.3584, -1.8327)
H (0.9592, -2.2981, -1.1216)
H (-0.6414, -2.3226, -0.3708)
H (-2.3805, 1.6579, 0.1771)
H (-2.5144, 0.0438, -0.5310)
H (-2.2804, 0.2240, 1.2055)

ΔE to the lowest compared entry with this formula, charge and spin ... 182.6 kJ/mol
Net charge ... 0
Frontier orbital gap ... 8.26 eV
HOMO ... -7.5 eV
2S+1 ... 1
Maximum force ... 2.00 eV/Å
Calculated total energy ... -9936.5619 eV


Entry 7:
ORCA calculation (wB97M-V/def2-TZVPD) on 2 unconnected molecules or ions with the total composition BrH3N2 at a distorted geometry.

Positions of all 6 atoms, in Å:
N (0.3390, 0.6634, 0.1270)
N (-1.2724, -0.9844, -0.0590)
Br (-2.8208, 0.1372, -0.0025)
H (0.8286, -0.0555, -0.3991)
H (-0.1846, 1.2281, -0.4916)
H (-0.9313, -0.9019, 0.8742)

ΔE to the lowest compared entry with this formula, charge and spin ... 296.2 kJ/mol
Net charge ... 0
Frontier orbital gap (spin up / spin down) ... 7.73 / 7.73 eV
HOMO (spin up / spin down) ... -9.7 / -9.7 eV
2S+1 ... 1
Maximum force ... 3.85 eV/Å
Calculated total energy ... -73066.4311 eV


Entry 8:
ORCA calculation (wB97M-V/def2-TZVPD) on a single C9H12N4 molecule at a distorted geometry.

Positions of all 25 atoms, in Å:
C (-0.0092, -2.0417, 0.9754)
C (-0.5021, -0.6806, 0.4274)
C (-1.9872, -0.5263, 0.6690)
N (0.1937, 0.3939, 1.1030)
C (1.5396, 0.6208, 0.9582)
C (1.8199, 1.6440, 1.8223)
N (0.6713, 2.1002, 2.4205)
C (-0.2935, 1.3283, 1.9709)
N (-0.1918, -0.5389, -0.9812)
C (0.0039, -1.5532, -1.9392)
C (-0.0597, -0.9150, -3.1517)
N (-0.3103, 0.4334, -3.0094)
C (-0.3786, 0.6002, -1.7144)
H (-0.5122, -2.9006, 0.5496)
H (-0.1521, -2.0282, 2.0565)
H (1.0412, -2.2321, 0.7601)
H (-2.4053, 0.4415, 0.3199)
H (-2.1779, -0.6277, 1.7401)
H (-2.4912, -1.2825, 0.0832)
H (2.1586, 0.0206, 0.2979)
H (2.7539, 2.0619, 2.0663)
H (-1.3239, 1.3687, 2.2592)
H (0.2421, -2.5565, -1.6500)
H (0.0074, -1.3807, -4.1489)
H (-0.4794, 1.5361, -1.1721)

ΔE to the lowest compared entry with this formula, charge and spin ... 0.0 kJ/mol
Net charge ... 0
Frontier orbital gap ... 9.56 eV
HOMO ... -9.0 eV
2S+1 ... 1
SMILES ... CC(C)(n1ccnc1)n1ccnc1
Maximum force ... 2.05 eV/Å
Calculated total energy ... -15487.8912 eV